Record 1
Computed, not measured: one molecule with the formula C11H16O2, with the ωB97M-V functional and the def2-TZVPD basis.

Values from the calculation:
Spin multiplicity = 1
Energy = -15757.7898 eV
ΔE to the lowest compared entry with this formula, charge and spin = 73.23 kcal per mole
Frontier orbital gap = 8.8 eV

Last column: Mulliken charge in e.
Positions of all 29 atoms, in Å:
1 C -0.252 1.038 -1.348  0.1467
2 C -0.116 1.700 -0.188  0.1423
3 C -0.371 1.750 -2.596  -0.3921
4 C -1.762 -0.763 -0.564  -1.1590
5 C -1.558 -0.340 0.911  -0.8651
6 C -0.346 -0.424 -1.199  0.4206
7 C -0.091 0.048 1.082  0.4654
8 C 0.576 -0.867 -0.046  1.3021
9 C 0.466 0.441 2.355  -1.5561
10 C 1.991 -0.379 -0.213  -1.8993
11 C 0.555 -2.355 0.343  -1.6810
12 O -0.652 1.273 -3.646  -0.5320
13 O -0.150 2.866 0.343  -0.5393
14 H -0.155 2.806 -2.456  0.1661
15 H -1.924 -1.821 -0.648  0.4064
16 H -2.620 -0.282 -1.122  0.3800
17 H -2.089 0.549 1.442  0.3583
18 H -1.876 -1.148 1.491  0.3854
19 H -0.285 -0.936 -2.216  0.5119
20 H -0.225 0.596 3.179  0.3668
21 H 1.070 1.276 2.164  0.4428
22 H 1.228 -0.273 2.668  0.3318
23 H 2.542 -0.825 0.601  0.4791
24 H 2.080 0.697 -0.091  0.4014
25 H 2.392 -0.480 -1.275  0.3458
26 H -0.424 -2.673 0.120  0.3715
27 H 0.753 -2.286 1.409  0.3321
28 H 1.351 -2.837 -0.179  0.4905
29 H -0.105 3.650 -0.320  0.3768

***

Record 2
Computed, not measured: a 2-piece molecular cluster, C11H16Si2 overall, with the ωB97M-V functional and the def2-TZVPD basis.

Values from the calculation:
Spin multiplicity = 1
Energy = -27415.7726 eV
ΔE to the lowest compared entry with this formula, charge and spin = 68.11 kcal per mole
Frontier orbital gap = 6.4 eV

Last column: Mulliken charge in e.
Positions of all 29 atoms, in Å:
1 C 1.342 -1.131 -0.265  -0.8265
2 C 0.256 -0.616 -0.137  0.0181
3 C 5.072 -3.011 -0.704  -0.2951
4 C 4.369 -2.598 -1.895  -0.5148
5 C 4.505 -2.855 0.572  -0.4657
6 C 3.136 -1.982 -1.705  -0.4218
7 C 3.304 -2.134 0.729  -0.4221
8 C 2.605 -1.776 -0.399  0.5582
9 C -3.447 -0.467 -1.283  -1.1585
10 C -1.058 2.929 1.734  -0.9771
11 C -4.111 3.405 0.983  -1.1579
12 Si -2.681 0.086 0.404  0.5273
13 Si -2.423 2.536 0.505  0.3843
14 H 5.966 -3.644 -0.778  0.3235
15 H 4.922 -2.708 -2.824  0.3574
16 H 5.125 -3.120 1.430  0.3343
17 H 2.511 -1.476 -2.419  0.3956
18 H 2.658 -2.109 1.595  0.3556
19 H -3.292 -1.488 -1.640  0.3464
20 H -4.471 -0.332 -1.080  0.3685
21 H -3.261 0.061 -2.158  0.4078
22 H -0.706 2.334 2.629  0.3405
23 H -0.157 3.124 1.124  0.2898
24 H -1.427 3.863 2.158  0.3212
25 H -4.495 3.718 0.044  0.3330
26 H -4.896 2.909 1.586  0.3464
27 H -3.847 4.325 1.425  0.3610
28 H -3.403 -0.955 1.294  -0.0645
29 H -2.096 3.113 -0.926  -0.0649

***

Record 3
Computed, not measured: C11H17BN6OPb as an isolated structure, with the ωB97M-V functional and the def2-TZVPD basis.

Values from the calculation:
Spin multiplicity = 1
Energy = -28576.5288 eV
ΔE to the lowest compared entry with this formula, charge and spin = 0.00 kcal per mole
Charge = +2
Frontier orbital gap (alpha / beta) = 5.5 / 4.6 eV

Last column: Mulliken charge in e.
Positions of all 37 atoms, in Å:
1 H 1.072 3.284 1.052  0.4233
2 N 0.678 1.686 -0.302  -0.2041
3 B 0.250 0.313 -2.438  0.0852
4 N 0.617 1.625 -1.677  0.0404
5 C 0.880 2.837 -2.203  -0.0553
6 Pb 0.873 -0.151 1.472  1.2808
7 H 0.870 2.955 -3.278  0.4540
8 C 1.127 3.720 -1.152  -0.9902
9 H 1.377 4.761 -1.231  0.4133
10 C 0.982 2.964 0.022  -0.1322
11 H 0.284 0.476 -3.624  -0.0333
12 C -0.650 -1.741 2.207  -0.7651
13 H -0.827 -1.647 3.280  0.3514
14 H -0.223 -2.724 1.978  0.4519
15 H -1.581 -1.567 1.657  0.0778
16 N -1.186 -0.062 -1.979  0.0816
17 N 1.214 -0.820 -1.987  0.0010
18 N -1.443 -0.215 -0.629  0.0360
19 N 1.383 -1.157 -0.661  -0.2412
20 C -2.312 -0.251 -2.691  0.0707
21 C 2.017 -1.586 -2.748  -0.0277
22 H -2.290 -0.139 -3.760  0.4904
23 H 2.024 -1.422 -3.816  0.4643
24 C -3.337 -0.567 -1.801  -0.9044
25 C 2.716 -2.458 -1.916  -1.1375
26 C -2.739 -0.534 -0.523  -0.0805
27 C 2.285 -2.168 -0.615  0.0432
28 H -4.356 -0.795 -2.030  0.4490
29 H 3.439 -3.196 -2.213  0.4157
30 H -3.192 -0.731 0.439  0.4818
31 H 2.576 -2.628 0.322  0.4335
32 H -1.808 0.254 4.301  0.3142
33 C -0.130 0.317 5.366  -0.5858
34 O -0.894 0.597 4.190  -0.4995
35 H 0.694 -0.352 5.094  0.2245
36 H -0.708 -0.133 6.187  0.3143
37 H 0.317 1.257 5.708  0.2589

***

Number 1: strongest force on any atom 0.1160 Eh/bohr. Number 2: strongest force on any atom 0.0624 Eh/bohr. Number 3: strongest force on any atom 0.0726 Eh/bohr.